i) # C17H25N3O3

The molecule C17H25N3O3 (the ωB97M-V functional and the def2-TZVPD basis, the OMol25 dataset).

```
48
C17H25N3O3, DFT the ωB97M-V functional and the def2-TZVPD basis
H 0.216 -0.471 -1.533
H -3.117 -1.697 0.920
N 1.582 -1.379 -0.183
H 2.807 -0.813 2.136
O -1.917 0.253 -1.233
N 4.205 -0.709 0.617
H 5.473 3.286 -0.855
H -5.229 -1.647 1.671
H 0.373 -2.231 -1.644
H 3.703 -2.711 0.797
C 1.880 -0.058 0.344
H -6.173 2.133 -1.328
C 5.316 -0.022 0.272
O 5.347 1.212 0.834
C 6.378 2.684 -0.817
C -4.702 0.751 -0.653
H -0.572 -1.279 1.001
O 6.203 -0.470 -0.418
H 1.007 0.323 0.876
H 2.983 -1.207 -1.772
C 6.499 1.997 0.536
H 7.240 3.324 -0.980
H -8.326 2.399 0.647
C 0.342 -1.393 -0.944
C 3.066 -0.148 1.305
C -6.696 -0.252 0.986
C -6.984 0.816 0.147
C -5.434 -0.814 1.011
H -7.467 -0.652 1.630
C 3.928 -1.989 0.006
H 6.556 2.728 1.345
H 2.122 0.651 -0.468
C -5.969 1.303 -0.667
H 2.485 -2.861 -1.330
H -8.668 1.626 -0.897
C -4.424 -0.318 0.192
H 6.340 1.936 -1.605
N -3.166 -0.932 0.261
H -9.076 0.803 0.615
H 4.816 -2.304 -0.542
C -0.868 -1.547 -0.015
H 7.384 1.352 0.551
C -8.345 1.442 0.126
C 2.724 -1.874 -0.931
C -2.024 -0.635 -0.419
H -1.211 -2.582 0.005
H -3.929 1.142 -1.292
H 3.324 0.836 1.692
```

- Total charge: 0
- SMILES string: CCOC(=O)N1CCN(CCC(=O)Nc2ccc(C)cc2)CC1
- HOMO level: -8.4 eV
- Frontier orbital gap: 9.0 eV

=====

ii) # C17H25N3O3

The molecule C17H25N3O3 (the ωB97M-V functional and the def2-TZVPD basis, the OMol25 dataset).

```
48
C17H25N3O3, DFT the ωB97M-V functional and the def2-TZVPD basis
H 1.198 -1.311 1.360
N -2.787 -0.850 -1.961
C -2.683 0.483 -1.725
H 1.037 -2.665 -0.738
C 1.063 -0.830 0.393
H 2.378 -0.312 4.930
H 3.639 1.346 3.538
H -0.326 -2.260 -3.827
H 2.192 2.101 -0.745
H -4.062 2.237 3.139
H -2.997 0.026 2.908
C 2.700 0.794 1.289
C -3.080 0.918 -0.354
O 2.785 -0.082 2.322
H -2.223 -0.670 -3.916
C 3.385 -0.539 4.589
C 3.712 0.270 3.346
H 2.637 -1.929 -0.595
H -4.472 3.621 1.137
H 3.188 0.167 -1.911
O -2.341 1.277 -2.581
N -0.031 -0.772 -2.320
H -3.815 2.773 -1.098
C -2.843 0.148 0.781
C -3.192 0.626 2.031
H -0.753 -2.708 -2.161
C -3.787 1.870 2.161
H -2.358 -0.816 0.703
O 3.369 1.800 1.216
C 1.617 1.180 -0.842
H 3.447 -1.602 4.370
H 0.002 -0.622 0.225
H 1.962 0.905 -2.950
H 4.728 0.055 2.994
H -2.977 -1.465 -1.187
H -0.169 0.049 -2.902
C 2.117 0.349 -2.024
C 1.576 -1.718 -0.742
C 1.384 -0.995 -2.084
C -3.657 2.177 -0.212
H 4.091 -0.297 5.377
H 1.831 -1.612 -2.889
H -2.816 -2.291 -3.464
N 1.763 0.433 0.388
C -0.763 -1.884 -2.884
H 0.558 1.420 -0.979
C -4.018 2.646 1.037
C -2.208 -1.442 -3.143
```

- Total charge: 0
- SMILES string: CCOC(=O)N1CCC(NCCNC(=O)c2ccccc2)CC1
- HOMO level: -8.7 eV
- Frontier orbital gap: 9.3 eV

=====

Most stable: ii) (next structure +0.253 eV)

=====

i) # H38O19

A cluster of 19 separate species, H38O19 in total (the ωB97M-V functional and the def2-TZVPD basis, the OMol25 dataset).

```
57
H38O19, DFT the ωB97M-V functional and the def2-TZVPD basis
O -0.462 -1.638 -4.801
O -2.165 3.603 2.164
H -0.766 4.356 -2.930
H 0.769 0.125 2.270
H -2.417 0.763 1.457
O 0.235 3.613 3.376
O 1.584 -0.873 0.990
O -0.465 1.987 -3.272
H 1.801 -0.317 0.293
H 2.469 2.780 -1.410
H -2.793 -0.365 0.389
O -1.240 -3.903 -1.387
H 1.419 1.362 2.739
O -0.891 0.245 -1.787
H -1.767 -2.728 3.735
H 3.877 3.249 0.875
H -0.548 0.479 -0.825
O 3.536 -1.909 -0.446
H -2.145 -1.601 2.786
H 1.988 0.943 -1.914
H 2.568 -0.526 -1.211
H 2.993 -2.666 -0.313
O -0.142 4.546 -2.180
H 3.067 1.963 -0.410
H -0.441 -0.658 -1.912
H 0.098 2.775 3.991
H 0.441 -3.561 3.136
O 3.175 2.256 -1.398
O 1.770 0.140 -1.253
H 0.163 1.788 -2.543
H 1.874 -3.294 3.342
H 4.296 -2.061 -0.907
H 0.322 3.668 -1.900
O 1.255 -3.948 3.100
H -0.076 2.922 2.687
H -0.565 -0.708 -4.695
O 2.945 3.034 0.994
H -2.262 -3.984 -1.752
H -1.048 -2.120 -4.092
H -4.781 -0.948 -1.003
O -2.266 -0.140 1.161
O 1.273 -2.575 -1.031
H 2.647 3.261 1.923
H -1.317 3.773 2.262
O 0.555 0.887 2.948
H -2.397 -2.896 0.550
O -3.781 -0.599 -0.997
H -1.212 1.592 -3.050
O -1.360 -1.973 3.262
H -3.685 0.453 -0.774
H 0.853 -3.006 -0.231
O -3.357 -2.543 0.691
H 1.275 -1.740 0.629
H 0.567 -2.296 -1.586
H -0.728 -4.471 -2.017
H -3.552 -2.048 -0.149
H -2.566 4.043 1.514
```

- Total charge: 0
- HOMO level: -10.8 eV
- Frontier orbital gap: 10.3 eV

=====

ii) # H38O19

A cluster of 19 separate species, H38O19 in total (the ωB97M-V functional and the def2-TZVPD basis, the OMol25 dataset).

```
57
H38O19, DFT the ωB97M-V functional and the def2-TZVPD basis
H -1.000 -3.766 0.316
O 0.078 0.317 -3.136
H -2.190 -0.518 1.504
H -3.939 -0.573 3.400
H -4.253 0.838 -0.655
H 0.414 -3.464 -0.028
H 4.964 -0.771 0.388
H 2.155 -1.876 -1.528
H -1.803 -2.093 -1.369
H -2.458 -3.443 -1.652
H 1.930 -0.916 2.290
H 2.032 0.882 3.272
H 2.001 2.481 -4.194
O -3.239 0.045 3.224
O -1.745 2.613 1.688
O 1.146 -2.719 2.750
H 1.825 0.141 1.117
O -0.779 1.334 3.727
O -1.978 -0.511 0.563
O 4.572 2.290 -2.049
H -1.289 2.225 2.481
H -1.771 1.008 -3.531
H 1.001 -2.673 -3.286
H -3.348 0.749 -1.963
H -1.307 0.552 3.936
H 2.073 -2.895 -4.436
O 4.543 0.132 0.227
O 2.252 1.971 -3.413
H 0.854 0.911 -3.220
O 1.433 -2.128 -0.957
H 0.697 -3.296 2.123
O -3.917 0.268 -1.360
H 0.492 -0.495 -3.465
O 0.489 0.210 -0.049
H 3.840 0.105 0.882
H -0.455 -0.030 0.229
O 1.949 1.297 4.149
O -4.446 2.691 1.740
O 1.655 -2.230 -3.849
O -1.610 -3.024 -1.495
H -2.810 -0.328 0.114
H 2.507 2.091 4.105
H -4.743 3.611 1.771
H -1.170 3.237 1.224
O -2.659 1.412 -3.613
H 0.007 1.327 4.294
H -3.657 0.902 3.052
H 1.124 -1.273 -0.584
O -0.117 -3.946 0.640
O 2.321 -0.085 1.931
H 1.707 -3.236 3.343
H -3.484 2.761 1.625
H 4.569 1.698 -1.253
H -2.951 1.186 -4.531
H 0.344 0.833 -0.744
H 5.110 1.777 -2.700
H 3.033 2.395 -3.043
```

- Total charge: 0
- HOMO level: -10.8 eV
- Frontier orbital gap: 11.1 eV

=====

Most stable: ii) (next structure +9.093 eV)

=====

i) # C2HClN2O

The molecule C2HClN2O (the ωB97M-V functional and the def2-TZVPD basis, the OMol25 dataset).

```
7
C2HClN2O, DFT the ωB97M-V functional and the def2-TZVPD basis
Cl 1.503 1.832 -0.306
C 0.270 0.624 -0.225
N -0.464 0.440 -1.221
N -0.785 -1.196 0.226
C 0.180 -0.455 0.723
O -1.232 -0.676 -0.932
H 0.528 -0.570 1.735
```

- Total charge: 0
- SMILES string: Clc1cnon1
- HOMO level: -11.2 eV
- Frontier orbital gap: 11.6 eV

=====

ii) # C2HClN2O

The molecule C2HClN2O (the ωB97M-V functional and the def2-TZVPD basis, the OMol25 dataset).

```
7
C2HClN2O, DFT the ωB97M-V functional and the def2-TZVPD basis
N -0.397 0.039 0.187
H 1.439 0.078 0.030
Cl -2.020 0.714 0.029
C -0.300 -1.280 0.110
C 0.671 0.817 -0.048
O 0.663 2.012 -0.144
N -0.057 -2.380 -0.163
```

- Total charge: 0
- SMILES string: N#CN(Cl)C=O
- HOMO level: -11.0 eV
- Frontier orbital gap: 10.2 eV

=====

Most stable: ii) (next structure +0.485 eV)

=====

i) # C3H7O3S3

The ion C3H7O3S3 with charge -1 (the ωB97M-V functional and the def2-TZVPD basis, the OMol25 dataset).

```
16
C3H7O3S3, DFT the ωB97M-V functional and the def2-TZVPD basis
H 0.915 2.240 0.476
H 1.355 -0.103 -0.990
S -0.984 -3.009 -0.021
S 0.874 -2.296 -0.564
H 2.044 1.206 1.283
H -0.807 0.389 0.843
S -0.822 0.158 -1.465
O -2.158 -0.460 -1.006
H 0.300 -0.627 1.822
C 0.174 0.149 0.966
O -0.655 1.572 -1.211
C 0.967 1.480 1.281
H -1.791 -1.890 -0.447
C 0.567 -0.385 -0.401
H 0.527 1.762 2.265
O -0.507 -0.187 -2.831
```

- Total charge: -1
- SMILES string: CC[C@@H](SS)S(=O)(=O)[O-]
- HOMO level: -4.4 eV
- Frontier orbital gap: 7.7 eV

=====

ii) # C3H7O3S3

A cluster of 2 separate species, C3H7O3S3 in total (the ωB97M-V functional and the def2-TZVPD basis, the OMol25 dataset).

```
16
C3H7O3S3, DFT the ωB97M-V functional and the def2-TZVPD basis
C -1.456 -0.328 -1.894
O 1.553 0.928 0.144
H -0.699 0.074 -2.629
H -0.849 1.496 -0.984
H 2.274 -0.444 0.421
C -1.178 0.504 -0.669
O 1.210 0.403 2.431
H -1.171 -1.384 -1.592
H 2.692 -2.073 1.674
S 0.680 1.053 1.251
S 2.891 -1.787 0.421
H -2.517 -0.253 -2.225
C -0.715 -0.038 0.640
O 0.228 2.418 1.425
H -0.513 -1.152 0.928
S -2.430 0.582 0.659
```

- Total charge: -1
- HOMO level: -5.3 eV
- Frontier orbital gap: 8.5 eV

=====

Most stable: i) (next structure +0.190 eV)